Computed, not measured: one molecule with the formula C3H5NS3 in a non-equilibrium geometry, with ωB97M-V with the def2-TZVPD basis set.

## Properties
**Highest occupied orbital energy**: -0.317 Ha
**LUMO**: 0.65 eV
**Structure (SMILES)**: SC[C@@H]1SC=NS1
**ΔE to the lowest compared entry with this formula, charge and spin**: 6.4 kcal/mol

```
! wB97M-V def2-TZVPD RIJCOSX def2/J DEFGRID3
* xyz 0 1
S 1.68492 0.78732 -0.52527
S -1.47468 -0.39091 2.29844
S -0.56622 -0.97926 -0.89084
N -0.21817 0.05965 -2.19182
C 0.80208 0.80801 -2.01291
C -0.15091 0.56784 1.44313
C 0.53759 -0.24652 0.39142
H -2.12176 -0.62144 1.14946
H 1.08096 -1.11637 0.78035
H 1.02191 1.50223 -2.83601
H 0.66003 0.84929 2.18258
H -0.55082 1.51841 1.01918
*
```

Computed, not measured: C39H106MnN9O10 as an isolated structure in a non-equilibrium geometry, with ωB97M-V with the def2-TZVPD basis set.

## Properties
**Highest occupied orbital energy (spin up / spin down)**: -0.367 / -0.367 Ha
**LUMO (spin up / spin down)**: -3.57 / -4.37 eV
**ΔE to the lowest compared entry with this formula, charge and spin**: 120.8 kcal/mol
**<S²>**: 8.757

```
! wB97M-V def2-TZVPD RIJCOSX def2/J DEFGRID3
* xyz 1 6
Mn -0.40147 -3.30698 -0.84986
O 6.15010 -4.15741 -1.73776
O -3.32745 3.71521 -2.75651
O 0.07254 -1.28200 -0.70254
O 2.72589 -0.84863 4.96159
O 2.28225 2.85816 -5.53916
O -7.11726 -1.03298 1.21270
O 4.17383 1.97893 1.65425
O -1.63532 6.21573 2.97593
O 1.78968 -6.00458 -2.88390
O -0.44471 -3.55882 4.11810
N -6.63658 3.40432 -2.72619
N 3.02715 -0.80376 -5.14560
N 6.80241 1.27803 2.48719
N 4.22637 -2.48755 -3.11157
N -1.50019 5.65276 -0.62598
N 1.12411 -3.32454 -2.48568
N -2.00787 -3.28712 0.80514
N -6.96066 1.54807 -0.38756
N -0.13531 0.09252 7.12938
C 5.61662 -5.46512 -1.60591
C -1.45766 -2.75506 2.03237
C -0.29381 -0.05986 -0.23535
C 5.32123 -3.19226 -1.07799
C -8.25399 -1.83955 1.57415
C -0.95325 0.91802 -1.16839
C 1.70160 -5.17690 -4.05607
C -1.11889 -3.98611 2.96326
C 5.74089 0.28136 2.34171
C -4.75045 0.44033 0.04584
C 2.34203 -7.28931 -3.16762
C -4.47232 4.10572 -2.02755
C -0.21349 -4.56772 5.07954
C 1.90640 -0.16051 5.90055
C 1.44035 3.17575 -4.41029
C 2.99973 0.58837 -4.70645
C 3.25703 2.88590 2.17639
C -5.75728 4.57674 -2.69626
C 4.41243 0.93490 2.61265
C -0.35357 0.43951 4.72062
C -2.57463 -1.87106 2.66282
C -3.48598 2.47562 -3.41172
C 0.41267 -0.33645 5.83381
C 4.96935 -1.97164 -1.96254
C 2.41350 1.47764 -5.83223
C 2.37575 -2.20873 4.76273
C -6.83235 -0.91752 -0.17894
C 5.96227 -0.88970 3.27202
C -0.92177 6.81648 4.03896
C 0.28526 -3.20409 -4.81339
C -6.07783 0.37602 -0.63415
C -2.09640 4.08137 1.11389
C -0.97895 6.21486 1.71787
C 4.35843 1.09888 -4.31925
C 3.97913 -1.01619 -1.27386
C 0.65209 -4.09698 -3.63797
C -1.99794 5.59421 0.73730
C 0.80631 0.70122 0.58525
C -6.37951 5.61316 -1.81799
H -0.52782 -4.70837 2.38887
H -2.66136 3.42290 0.45438
H 2.20161 -8.04892 -2.39978
H -3.52017 -2.41043 2.71130
H -0.28686 -3.83242 -5.49631
H 2.36051 -0.31463 6.88307
H 1.51023 4.25863 -4.32681
H 1.50345 -2.41390 4.14720
H 3.31414 -0.79161 -6.12159
H -2.51749 2.23630 -3.85460
H -4.31951 1.43858 -0.06003
H -1.19651 -4.88216 5.43515
H 1.24761 -5.79799 -4.83476
H -4.11484 -0.33464 -0.38424
H 4.91980 1.44935 -5.18754
H -2.06148 5.09967 -1.26350
H 3.22051 3.81166 1.59990
H -6.20202 -1.73395 -0.55249
H -3.80437 1.65710 -2.76062
H 5.20000 -1.66247 3.16296
H -6.65301 5.16990 -0.86147
H 1.88698 2.69427 -3.53931
H -2.60288 4.02042 2.08270
H -2.58808 -2.48354 0.56501
H 1.43301 1.10783 -6.15613
H -0.19345 -2.24044 -4.63902
H 6.02795 -0.58534 4.31736
H 5.72547 -0.07051 1.30675
H -2.75712 -3.96922 0.87198
H 4.21621 1.95506 -3.65989
H 0.98953 -2.32931 -2.64547
H -1.80741 0.43087 -1.64605
H -1.39545 6.65570 5.00620
H -7.76559 -1.01579 -0.73932
H 3.51784 0.30727 2.64047
H -2.95086 6.10599 0.86477
H 0.02003 1.44815 4.54258
H -0.55315 7.17815 1.42776
H 1.22919 -2.95979 -5.30428
H 2.04259 -1.03871 -5.19741
H 1.68880 0.83328 -0.04089
H -4.00013 4.92743 -1.47584
H 6.17489 -6.12077 -2.27479
H 3.72452 -0.17696 -1.91796
H -2.07519 -4.48702 3.14903
H 4.87461 -2.94702 -3.74826
H -7.23789 6.06514 -2.31730
H 0.37956 2.93106 -4.49497
H 3.92180 -1.77500 -3.78724
H 0.47922 -4.27558 5.86486
H 3.02804 1.46178 -6.73499
H -9.23641 -1.37932 1.44065
H -0.57827 -2.12416 1.90207
H 4.46658 -3.59546 -0.53154
H 2.26030 0.56666 -3.90155
H 3.25879 -2.59808 4.24558
H 0.06651 6.34729 4.05937
H 5.85957 -1.50722 -2.39165
H -1.27809 1.80268 -0.62269
H -1.14536 -0.00536 7.09371
H -8.18789 -1.96065 2.65416
H 4.48808 1.42075 3.59163
H 2.11487 0.89656 5.71304
H 1.79627 -7.78386 -3.98042
H 0.27294 -5.38721 4.54096
H -7.88170 1.27969 -0.71395
H -7.10484 1.79970 0.58277
H -5.62300 4.83187 -3.74790
H 5.00140 0.32918 -3.89211
H -6.12908 2.58229 -3.02867
H -4.14194 2.49386 -4.28732
H 0.37365 1.65807 0.87217
H -0.26753 -4.61430 -3.35154
H -2.62374 -0.91514 2.14266
H 6.88975 -1.40052 3.00860
H 6.58200 2.08732 1.91949
H 3.37213 -7.28474 -3.52761
H -5.99536 0.38324 -1.72195
H -1.42056 0.53241 4.93294
H 2.69314 -4.93824 -4.44455
H 0.95627 0.06809 1.46033
H 3.06878 -1.51891 -0.94799
H -2.19432 -1.71460 3.67444
H 5.67922 -5.88732 -0.60114
H 0.15012 -1.39530 5.74450
H 0.02596 -0.56701 7.88414
H 5.92057 -2.75105 -0.27341
H -0.37708 -0.07181 3.75524
H -8.29081 -2.79502 1.04993
H -0.62386 5.14102 -0.61255
H 2.24799 2.47037 2.25152
H 4.58790 -5.43378 -1.97422
H 2.13604 -3.44605 -2.48619
H 3.55046 3.23407 3.17239
H -0.30857 1.28093 -1.97354
H -0.11339 5.55326 1.84515
H -1.04396 -0.25131 0.55092
H -0.79248 7.89906 3.96470
H -4.79260 0.35295 1.13309
H -7.04891 3.05188 -1.87037
H 6.65015 1.57350 3.44760
H 4.47913 -0.70233 -0.35453
H 2.48083 -2.86629 5.63199
H -4.64565 3.41135 -1.19922
H -1.10759 3.67799 1.33999
H -5.71235 6.46838 -1.69821
*
```

Computed, not measured: C30H73BaO16 as an isolated structure in a non-equilibrium geometry, with ωB97M-V with the def2-TZVPD basis set.

## Properties
**Highest occupied orbital energy**: -0.389 Ha
**LUMO**: -3.16 eV
**ΔE to the lowest compared entry with this formula, charge and spin**: 0.0 kcal/mol

```
! wB97M-V def2-TZVPD RIJCOSX def2/J DEFGRID3
* xyz 1 1
Ba 4.25595 -2.43728 0.41239
O 0.80039 -2.07812 -5.63928
O 1.90582 -1.15247 -0.42253
O 4.75435 -1.69905 2.96512
O -1.45938 -1.57669 -4.03386
O -2.63981 3.91187 0.01365
O 2.53989 -4.64133 -0.01505
O 3.36634 0.17628 0.57651
O -0.22421 1.67295 4.24418
O 2.27944 -2.97074 2.48410
O 0.44218 4.36270 -2.78651
O -1.96448 3.16744 -4.15936
O -2.99397 6.35312 -1.53456
O 0.98000 -0.35791 6.03005
O 3.84276 -3.39567 -2.25197
O -6.50776 -1.11623 0.23854
O -2.96753 -0.44746 0.63504
C 1.92888 -4.40438 -1.28149
C 2.95878 -4.50147 -2.37834
C 1.44119 1.19843 -0.44255
C 1.82844 -2.77417 -6.28212
C 1.31451 5.09450 -1.98822
C -2.24639 5.18041 0.43682
C -3.93916 5.65620 -2.31940
C 0.79771 -2.31595 -4.26876
C -1.56971 4.52279 -4.13573
C -0.93201 2.23951 -4.27547
C 1.49042 -0.50705 7.34960
C -1.77272 2.89983 0.49457
C -7.07832 -0.98174 1.52265
C -2.42656 -1.07155 -3.13165
C -3.18637 6.20575 -0.12972
C 4.15471 -2.54251 3.93982
C -4.19021 -1.06452 0.98565
C 2.28824 0.00260 -0.06651
C -0.15029 -1.40177 -3.53075
C 4.89352 -0.31793 3.32183
C 2.65680 -2.60227 3.80360
C 4.91838 -3.49531 -3.16764
C -1.82399 -1.07489 1.12045
C -0.37520 -0.00463 6.03240
C -5.25592 -0.48049 0.11225
C 0.90278 -3.22091 2.38112
C 2.63056 -6.02452 0.30960
C 0.96543 1.47728 3.52074
C -0.83930 0.49489 4.68634
C -0.81989 4.98814 -2.90916
H 1.80090 1.12177 4.12600
H -4.98227 -0.50009 -0.94396
H 1.81046 -2.55159 -7.34642
H -3.03701 7.18694 0.31788
H 0.82455 0.95914 -1.30491
H 2.48258 -4.47324 -3.36783
H 1.70171 -3.86298 -6.17017
H 3.34780 -6.55297 -0.31946
H -1.74311 2.89227 1.59264
H -1.30048 1.22689 -4.42595
H -1.43153 4.83372 -2.01635
H -3.63465 5.77356 -3.36001
H -5.38581 0.59988 0.30463
H 2.50866 -0.88421 7.27935
H -1.88443 -1.32097 2.19221
H 0.62362 -4.17028 2.86399
H 0.14598 -0.36093 -3.72054
H 1.29185 2.44280 3.12870
H -0.59264 0.79868 6.74813
H 2.81960 -2.48105 -5.90249
H -0.99491 -0.88073 6.28488
H 4.68599 -3.49500 3.84899
H -0.33779 2.22841 -3.35108
H 0.30522 -2.44577 2.87395
H -1.91062 0.69085 4.81818
H 3.91852 0.12034 3.53414
H -1.66878 -2.04604 0.62355
H -4.39056 -0.91164 2.05500
H 2.05415 2.07671 -0.61691
H -1.00971 4.78268 -5.04450
H -2.61931 -1.80556 -2.34144
H 5.38751 0.21581 2.51621
H -0.79089 -0.28160 3.90858
H -3.32416 -0.81866 -3.69010
H -3.95036 4.59231 -2.07438
H 1.07705 -5.06260 -1.48539
H 0.63838 -3.28996 1.32997
H -1.00129 -0.39358 0.91346
H -2.17083 1.94712 0.15138
H 1.62142 6.04572 -2.44350
H 0.48499 -3.36012 -4.07723
H 2.21579 4.51748 -1.77122
H -0.68780 6.07075 -3.06753
H 1.79410 -2.15848 -3.81737
H 2.31844 -1.56394 3.92664
H 0.88603 -1.21753 7.92253
H 5.54130 -2.60339 -3.13891
H 5.53938 -4.37980 -2.97638
H 1.47224 -3.40865 -1.30141
H -0.75828 3.05691 0.10452
H -2.07951 -0.14651 -2.65151
H -4.13084 -2.15553 0.83810
H -0.20678 2.46120 -5.07150
H 2.22456 -3.22654 4.58706
H -4.93680 6.09844 -2.21844
H -8.14830 -1.15182 1.43553
H 3.48879 -5.46462 -2.36881
H -0.10398 -1.63161 -2.45945
H 0.78437 0.80900 2.66817
H 4.40105 -2.17883 4.94304
H 0.77318 1.39107 0.40230
H 0.89450 5.33825 -0.99474
H 2.90249 -6.10206 1.36174
H -6.63517 -1.69175 2.22727
H -6.94666 0.03821 1.91165
H 1.64898 -6.50115 0.22596
H -1.22340 5.41806 0.10145
H 5.53312 -0.21244 4.20532
H 4.54546 -3.59257 -4.19484
H -4.21126 5.85719 0.05741
H -2.23287 5.27254 1.53677
H -2.51689 5.06447 -4.15550
H 1.51063 0.46190 7.85655
*
```

Computed, not measured: C57H60N6PPdS4SbSi as an isolated structure in a non-equilibrium geometry, with ωB97M-V with the def2-TZVPD basis set.

## Properties
**Highest occupied orbital energy (spin up / spin down)**: -0.271 / -0.271 Ha
**LUMO (spin up / spin down)**: -0.60 / -0.60 eV
**ΔE to the lowest compared entry with this formula, charge and spin**: 0.0 kcal/mol

```
! wB97M-V def2-TZVPD RIJCOSX def2/J DEFGRID3
* xyz 0 1
Sb -0.10624 3.82437 -1.45073
Pd -0.31912 0.86397 0.53252
S -0.72998 3.04854 0.71351
S -1.87983 3.74642 -2.80626
S 1.62687 5.19601 -1.79812
S 1.05693 1.46896 -1.13897
P -2.39156 -2.31867 0.55926
Si 2.90144 1.51895 0.10886
N -1.06242 -1.02553 -1.53209
N -0.63559 -0.99713 2.34899
N -2.85771 0.42911 1.01289
N -4.68659 -0.79589 0.78606
N -0.67299 -3.20522 2.51463
N -1.56398 -3.14060 -1.96322
C -3.25680 2.98158 2.82386
C 0.40437 -3.42885 5.93145
C -3.14181 4.31033 3.19746
C -6.50326 0.89670 1.18078
C 2.55025 -1.13827 1.18467
C 1.02929 -4.20521 6.89466
C 2.05883 0.13830 -4.90779
C -1.00227 -2.62520 -3.10304
C -5.09835 0.48252 1.05982
C -1.00985 -4.59062 2.23654
C 2.46703 0.28121 5.84401
C 0.65006 -0.42965 4.42949
C -1.08612 -2.11583 1.79994
C 0.07366 -5.28989 -5.54251
C 2.97612 2.44959 1.77610
C 1.64045 -4.57196 4.21548
C -3.94825 1.22084 1.23077
C 3.36599 -0.35289 0.15936
C -0.12576 0.61842 4.91888
C 3.05518 3.95742 1.50269
C -9.14922 1.74655 1.42663
C 0.17273 1.62368 -5.01656
C 4.28815 2.02849 2.46454
C 0.70327 -3.60723 4.58246
C 1.84260 2.17501 2.77149
C -3.84800 2.63982 1.61110
C -0.33586 -4.72904 -6.74389
C -0.78389 -3.37686 -4.34620
C 4.12437 2.35542 -1.04113
C 2.25793 -5.35317 5.17983
C -8.22142 2.06280 2.40858
C -2.08151 -4.48668 -1.80354
C 1.68905 1.32378 6.32772
C -0.69240 -1.31295 -2.81230
C -0.96139 -3.49074 -6.74885
C -4.33608 3.64118 0.78093
C -8.75483 1.01317 0.31681
C 0.03948 -0.38285 -3.69736
C -7.43923 0.59573 0.19150
C 1.95347 -5.17046 6.52141
C 1.34552 -0.70030 -4.06926
C -5.55283 -1.94653 0.60043
C 1.47045 1.30331 -5.38405
C 1.95183 -0.58994 4.89668
C 4.86096 -0.53486 0.46601
C 0.06391 -2.74699 3.57392
C 3.12472 -0.98792 -1.21909
C -3.61614 5.30833 2.35731
C -6.90735 1.64003 2.28922
C -1.56395 -2.13460 -1.03042
C 0.06172 -1.37597 3.46652
C -4.21229 4.97159 1.14990
C 0.39361 1.49401 5.85952
C -0.14327 -4.61539 -4.35125
C -0.54579 0.77917 -4.18036
C -1.18724 -2.81858 -5.55854
C -3.31823 -0.78634 0.77447
H 2.22227 2.24751 3.79469
H 3.07695 -0.10750 -5.18208
H 1.41150 1.17920 2.65509
H -0.21435 2.30947 6.22987
H 1.03284 2.89003 2.65680
H -1.27423 -3.04441 -7.68354
H -2.40149 -4.85995 -2.77337
H 3.45136 -2.03431 -1.18541
H -1.66871 -1.84919 -5.56058
H -5.07136 -2.83128 1.00908
H 3.71498 3.31579 -1.35677
H 2.67349 -0.74669 2.19817
H -0.16063 -5.25324 -7.67404
H 0.79392 -4.05500 7.93998
H -4.77149 3.37829 -0.17479
H 5.09106 2.53286 -0.56357
H 0.20969 -5.04111 -3.41961
H -3.51383 6.34838 2.63858
H 5.10212 -1.60189 0.39941
H 4.45478 2.70393 3.31003
H -4.56516 5.74893 0.48511
H 3.48188 0.15299 6.19781
H 4.29408 1.76050 -1.94097
H 5.16238 2.09679 1.81331
H 1.80171 -1.60444 -3.68365
H 3.01664 4.48504 2.46215
H 5.14194 -0.20430 1.46223
H -9.46985 0.77893 -0.46098
H 0.57682 -6.24796 -5.53525
H -2.09105 -4.71396 2.20430
H 3.98537 4.23891 1.00618
H 5.48936 -0.01362 -0.25888
H -6.18144 1.89195 3.05137
H 2.07134 -0.97586 -1.49985
H 4.22512 1.01718 2.86936
H -10.17557 2.07553 1.52260
H 2.22926 4.31538 0.88919
H 3.69125 -0.49083 -2.00920
H 2.98781 -6.09561 4.88498
H -0.27789 2.54809 -5.35150
H -2.66616 4.56933 4.13486
H 2.86549 -2.19000 1.18895
H -2.93077 -4.47061 -1.12472
H 2.43947 -5.77664 7.27435
H -1.32181 -5.16024 -1.40412
H -6.48884 -1.77331 1.12526
H 2.09404 2.00666 7.06319
H 2.56122 -1.40093 4.51543
H -0.60033 -5.21479 3.02542
H -1.13577 0.74133 4.54678
H -1.54371 1.05213 -3.86282
H 2.02966 1.96879 -6.02891
H -8.52050 2.64307 3.27157
H -2.86128 2.19715 3.45870
H 1.48244 -1.11907 0.94985
H 1.90307 -4.69143 3.17070
H -0.58639 -4.90511 1.28264
H -5.76540 -2.11487 -0.45588
H -7.12747 0.05861 -0.69597
H -0.31164 -2.66990 6.22011
*
```